No. 1
The following is a quantum chemistry calculation of 5 unconnected molecules or ions with the total composition C34H81N6O8 at a distorted geometry, from the OMol25 dataset.

XYZ file:
```
129
Properties=species:S:1:pos:R:3
C 7.317 3.266 -0.150
C 5.892 3.530 -0.925
C 5.176 5.026 -0.813
C 5.323 2.418 -1.733
C 4.402 1.177 -1.187
C 4.347 1.010 0.442
C 2.860 1.179 1.111
C 1.664 0.332 0.376
C 2.536 2.788 1.307
C 1.387 3.375 0.293
N 1.708 3.238 -1.178
N 0.525 2.958 -1.843
H 8.121 3.974 -0.676
H 7.251 3.453 1.007
H 7.650 2.159 -0.416
H 6.043 5.845 -0.783
H 4.543 5.270 -1.782
H 4.502 5.142 0.146
H 5.530 2.459 -2.907
H 3.363 1.253 -1.719
H 4.908 0.180 -1.605
H 5.074 1.724 1.037
H 4.708 -0.096 0.709
H 2.944 0.739 2.218
H 1.771 -0.826 0.640
H 1.538 0.535 -0.770
H 0.631 0.658 0.878
H 3.537 3.433 1.308
H 2.091 2.904 2.410
H 0.364 2.912 0.626
H 1.313 4.545 0.511
H -0.093 3.812 -1.764
H -0.008 2.171 -1.407
C -1.706 -6.430 3.835
O -0.498 -5.987 3.232
C -0.347 -6.433 1.880
C -0.434 -5.243 0.911
N -1.799 -4.710 0.847
C -1.896 -3.432 0.135
C -1.178 -2.220 0.762
O -1.745 -1.793 2.004
C -1.247 -2.477 3.144
H -1.676 -6.163 4.895
H -2.569 -5.938 3.382
H -1.807 -7.518 3.754
H -1.070 -7.215 1.618
H 0.652 -6.872 1.803
H -0.127 -5.569 -0.088
H 0.270 -4.480 1.257
H -2.146 -4.573 1.794
H -2.965 -3.192 0.069
H -1.542 -3.568 -0.894
H -1.307 -1.377 0.073
H -0.097 -2.367 0.854
H -0.206 -2.791 3.024
H -1.881 -3.334 3.373
H -1.303 -1.796 3.998
C 4.004 1.333 9.235
O 2.602 1.554 9.183
C 2.256 2.916 8.908
C 1.607 3.033 7.519
N 2.591 2.805 6.455
C 1.991 2.662 5.124
C 1.076 1.443 4.892
O 1.764 0.190 4.930
C 1.906 -0.364 6.229
H 4.176 0.310 9.581
H 4.451 1.439 8.244
H 4.483 2.022 9.939
H 3.115 3.590 9.006
H 1.520 3.212 9.662
H 1.179 4.034 7.406
H 0.796 2.301 7.467
H 3.112 1.956 6.662
H 2.824 2.598 4.413
H 1.440 3.578 4.880
H 0.676 1.529 3.875
H 0.205 1.433 5.555
H 1.074 -0.105 6.890
H 2.855 -0.052 6.668
H 1.939 -1.454 6.130
C -2.260 -5.960 -6.525
O -3.340 -6.746 -6.043
C -2.922 -7.997 -5.485
C -3.164 -8.014 -3.967
N -2.240 -7.110 -3.274
C -2.578 -6.896 -1.863
C -3.911 -6.183 -1.558
O -3.940 -4.815 -1.973
C -4.327 -4.618 -3.325
H -2.675 -5.095 -7.051
H -1.645 -5.596 -5.699
H -1.644 -6.531 -7.229
H -1.878 -8.230 -5.726
H -3.545 -8.770 -5.946
H -3.022 -9.032 -3.592
H -4.204 -7.722 -3.793
H -2.247 -6.206 -3.743
H -1.768 -6.292 -1.436
H -2.558 -7.860 -1.341
H -4.024 -6.163 -0.468
H -4.781 -6.728 -1.938
H -5.032 -5.377 -3.675
H -3.445 -4.590 -3.967
H -4.811 -3.639 -3.399
C -3.869 5.231 -7.399
O -2.804 6.055 -6.947
C -3.254 7.255 -6.308
C -2.919 7.221 -4.808
N -3.749 6.238 -4.103
C -3.313 5.984 -2.726
C -1.928 5.333 -2.534
O -1.852 3.988 -3.012
C -1.539 3.871 -4.393
H -3.442 4.414 -7.988
H -4.412 4.798 -6.556
H -4.557 5.796 -8.038
H -4.322 7.439 -6.475
H -2.703 8.081 -6.768
H -3.092 8.213 -4.378
H -1.857 6.981 -4.709
H -3.723 5.357 -4.612
H -4.063 5.317 -2.280
H -3.353 6.922 -2.160
H -1.747 5.274 -1.455
H -1.113 5.942 -2.940
H -0.898 4.683 -4.749
H -2.457 3.821 -4.981
H -1.009 2.926 -4.541
```

The gap between HOMO and LUMO is 3.69 eV. The net charge is -1. As for the LUMO energy: 2.19 eV. The strongest force on any atom comes out at 3.275 eV/A. As for the energy relative to the best compared isomer or geometry (same formula, charge and spin): 143.7 kcal/mol. As for the total energy: -61876.46210 eV.

Atom charges from the Mulliken analysis, given in e for atoms 1 to 6: C -1.0061; C 0.5352; C -0.8585; C -0.7018; C -0.2945; C -0.8125

---

No. 2
The following is a quantum chemistry calculation of a molecular structure, C8H11ClN2Si at a distorted geometry, from the OMol25 dataset.

XYZ file:
```
23
Properties=species:S:1:pos:R:3
C 2.048 3.534 -0.104
C 1.599 3.168 1.155
C 1.773 2.722 -1.193
C 0.871 2.005 1.319
C 1.053 1.555 -1.029
C 0.583 1.177 0.231
C -0.208 -0.025 0.451
C -0.413 -1.004 -0.444
N -2.984 -2.627 -0.805
N -1.368 -3.297 1.393
Si -1.417 -2.533 -0.132
Cl 0.168 -4.281 -1.745
H 2.607 4.449 -0.239
H 1.815 3.795 2.008
H 2.122 3.004 -2.175
H 0.519 1.725 2.302
H 0.844 0.941 -1.891
H -0.663 -0.094 1.434
H 0.073 -0.956 -1.413
H -3.468 -3.514 -0.776
H -3.144 -2.184 -1.696
H -0.465 -3.447 1.818
H -1.945 -4.113 1.531
```

The gap between HOMO and LUMO is 8.71 eV. As for the LUMO energy: -0.21 eV. The strongest force on any atom comes out at 2.236 eV/A. As for the energy relative to the best compared isomer or geometry (same formula, charge and spin): 0.0 kcal/mol. As for the total energy: -31856.75422 eV.

Atom charges from the natural (NBO) analysis, given in e for atoms 1 to 6: C -0.1927; C -0.2129; C -0.2250; C -0.1661; C -0.1191; C -0.1306

---

What is the formula in the first record?
C34H81N6O8